[1]
Density functional theory data (ωB97M-V/def2-TZVPD) for a single C5H6N2S molecule at a distorted geometry.

Results
Lowest unoccupied orbital energy ... 0.29 eV
Structure (SMILES) ... CSC(C)(C#N)C#N
Total charge ... 0
HOMO ... -9.8 eV

Geometry as XYZ:
```
14
Properties=species:S:1:pos:R:3:mulliken_charge:R:1
S 0.057 -1.450 -0.493 -0.05
N 0.439 0.610 2.389 -0.46
N -1.559 1.890 -1.181 -0.43
C 0.362 0.533 1.246 0.15
C 0.279 0.389 -0.230 0.99
C -1.449 -1.601 0.449 -0.78
C -0.773 1.177 -0.761 0.04
C 1.718 0.712 -0.708 -1.48
H 1.678 0.925 -1.885 0.32
H -2.000 -0.561 0.510 0.25
H -2.125 -2.461 0.109 0.33
H -1.281 -1.731 1.521 0.31
H 2.391 -0.061 -0.674 0.48
H 2.263 1.631 -0.294 0.32
```

=====

[2]
Density functional theory data (ωB97M-V/def2-TZVPD) for a molecular structure, C20H20CoN5S2 at a distorted geometry.

Results
Lowest unoccupied orbital energy (alpha / beta) ... -7.36 / -9.19 eV
2S+1 ... 5
Total charge ... +2
HOMO (alpha / beta) ... -14.4 / -14.6 eV

Geometry as XYZ:
```
48
Properties=species:S:1:pos:R:3:lowdin_spin:R:1
Co 0.344 -0.717 -1.507 2.63
S -1.376 -1.691 -2.636 0.25
S -1.228 0.874 0.778 0.02
N 1.179 -0.713 -3.233 0.08
N 0.620 -1.144 -4.329 0.37
N -0.621 -0.491 0.087 0.11
N 2.175 -0.290 -0.937 0.09
N -1.327 -1.860 -5.301 0.04
C -2.944 0.498 1.160 0.01
C -4.911 0.981 2.420 0.00
C 2.510 -0.508 -3.267 0.18
C 4.757 0.696 -0.539 -0.01
C 3.047 -0.162 -1.986 0.01
C 0.987 1.930 3.972 0.00
C 3.851 0.605 0.512 0.06
C -3.578 1.242 2.147 0.00
C 4.351 0.304 -1.797 0.05
C 0.334 1.947 2.746 0.00
C 2.586 0.095 0.268 0.01
C -3.614 -0.465 0.423 0.00
C -0.656 -1.548 -4.211 0.05
C -0.510 0.893 2.427 0.01
C -0.077 -0.165 4.518 0.00
C -5.590 -0.003 1.714 0.00
C -4.945 -0.721 0.717 0.00
C -0.745 -0.156 3.305 0.00
C 3.301 -0.638 -4.507 0.02
C 0.799 0.865 4.842 0.00
H -0.933 -1.318 0.592 0.00
H 1.338 0.838 5.780 0.00
H -3.116 -1.003 -0.370 0.00
H -5.419 1.550 3.186 0.00
H -3.040 2.005 2.696 0.00
H 1.883 -0.037 1.080 0.00
H -5.477 -1.480 0.161 0.00
H -1.446 -0.945 3.061 0.00
H 4.121 0.898 1.516 0.00
H 3.719 0.332 -4.794 0.01
H -2.279 -2.184 -5.245 0.00
H 5.757 1.067 -0.363 0.00
H 1.633 2.754 4.246 0.00
H 2.675 -0.995 -5.316 0.00
H -0.248 -0.973 5.216 0.00
H -6.627 -0.209 1.939 0.00
H -0.887 -1.785 -6.208 0.00
H 0.471 2.770 2.055 0.00
H 5.009 0.369 -2.653 0.00
H 4.145 -1.316 -4.365 0.01
```

=====

[3]
Density functional theory data (ωB97M-V/def2-TZVPD) for 3 unconnected molecules or ions with the total composition C3H12NO2 at a distorted geometry.

Results
Lowest unoccupied orbital energy ... -3.06 eV
Total charge ... +1
HOMO ... -14.3 eV

Geometry as XYZ:
```
18
Properties=species:S:1:pos:R:3:mulliken_charge:R:1
O 1.124 1.685 0.807 -0.70
O 1.558 1.914 -1.932 -0.66
N -1.387 0.454 1.540 -0.15
C -0.332 -1.020 -0.128 0.34
C -0.055 -2.378 -0.695 -1.14
C -1.274 -0.851 0.797 -0.42
H -1.954 -1.611 1.128 0.40
H 1.828 2.188 1.243 0.33
H 0.301 -0.165 -0.317 -0.02
H -1.295 0.100 2.499 0.40
H 0.948 -2.467 -1.185 0.33
H -0.582 1.052 1.258 0.24
H -2.232 1.004 1.385 0.39
H 1.262 1.312 -2.617 0.31
H -0.188 -3.107 0.065 0.35
H 1.462 1.701 -0.117 0.36
H -0.816 -2.617 -1.448 0.32
H 1.633 2.807 -2.283 0.31
```

=====

[4]
Density functional theory data (ωB97M-V/def2-TZVPD) for a single CH3NO molecule.

Results
Lowest unoccupied orbital energy ... 0.96 eV
Structure (SMILES) ... C=[NH+][O-]
Total charge ... 0
HOMO ... -9.1 eV

Geometry as XYZ:
```
6
Properties=species:S:1:pos:R:3:mulliken_charge:R:1
O -1.416 -0.758 0.528 -0.57
N -0.279 -0.254 0.487 0.18
C 0.319 0.280 -0.520 -0.39
H 0.251 -0.268 1.380 0.24
H 1.308 0.679 -0.406 0.25
H -0.184 0.321 -1.469 0.29
```

=====

[5]
Density functional theory data (ωB97M-V/def2-TZVPD) for a molecular structure, C15H25AsFeN4S4 at a distorted geometry.

Results
Lowest unoccupied orbital energy ... -0.33 eV
Total charge ... 0
HOMO ... -5.0 eV

Geometry as XYZ:
```
50
Properties=species:S:1:pos:R:3:mulliken_charge:R:1
As 2.167 -0.760 -2.520 0.78
Fe -0.679 -0.163 0.036 -0.62
S 0.646 -1.676 -1.413 -0.53
S -1.966 1.090 1.599 -0.46
S -0.427 1.727 -1.099 -0.15
S -2.581 -0.741 -1.175 -0.37
N -3.936 -2.958 -0.565 -0.49
N 0.861 -0.011 1.228 0.56
N -1.094 -1.630 1.081 0.96
N -2.183 -2.387 0.834 -0.75
C -0.439 -1.723 2.203 0.90
C 1.889 0.829 1.221 -0.22
C 2.650 0.059 3.337 -0.49
C -1.695 2.766 -0.498 0.03
C 2.212 1.093 -3.081 -1.11
C 2.317 -1.679 -4.224 -1.12
C -3.452 3.381 1.168 -1.48
C 3.912 -1.046 -1.710 -1.05
C -2.016 3.968 -1.349 -1.54
C -0.875 -2.657 3.295 -1.89
C -2.931 -2.093 -0.254 0.51
C -2.349 2.491 0.644 0.77
C 2.809 0.911 2.245 -0.90
C 1.594 -0.817 3.359 -1.04
C 0.691 -0.846 2.285 0.84
H -0.430 -2.376 4.244 0.40
H 1.448 -1.424 -4.827 0.35
H -4.566 -2.606 -1.266 0.28
H -0.596 -3.693 3.082 0.35
H -4.382 -3.461 0.188 0.21
H -3.133 4.425 1.230 0.33
H 3.620 1.624 2.207 0.45
H -4.329 3.339 0.515 0.27
H 2.325 -2.754 -4.058 0.36
H 1.459 -1.485 4.198 0.28
H 4.691 -0.788 -2.425 0.40
H -2.406 -3.161 1.442 0.29
H 3.994 -2.094 -1.430 0.35
H 1.267 1.340 -3.555 0.37
H 3.040 1.204 -3.784 0.44
H -2.895 3.774 -1.972 0.25
H 3.349 0.091 4.162 0.42
H -1.178 4.182 -2.013 0.37
H -1.959 -2.598 3.416 0.44
H 3.228 -1.369 -4.735 0.38
H 1.941 1.480 0.357 0.48
H -2.220 4.855 -0.744 0.36
H 4.007 -0.433 -0.815 0.30
H -3.750 3.051 2.162 0.39
H 2.350 1.752 -2.229 0.32
```

=====

[6]
Density functional theory data (ωB97M-V/def2-TZVPD) for a molecular structure, C3H8N2O2 at a distorted geometry.

Results
Lowest unoccupied orbital energy ... 0.94 eV
Total charge ... 0
HOMO ... -7.7 eV

Geometry as XYZ:
```
15
Properties=species:S:1:pos:R:3:mulliken_charge:R:1
O -1.488 1.541 -1.236 -0.40
O 1.602 1.642 -0.395 -0.50
N 0.794 -1.954 0.613 -0.58
N -0.657 1.116 -0.196 -0.16
C 0.641 0.701 -0.601 0.06
C -1.091 -0.101 0.477 -0.41
C 0.260 -0.621 0.907 -0.15
H -1.478 -0.854 -0.265 0.29
H -1.915 0.022 1.381 0.21
H -1.660 0.631 -1.648 0.34
H 0.450 -2.515 -0.106 0.21
H 0.764 0.139 -1.577 0.27
H 1.821 -1.798 0.556 0.26
H 0.756 -0.238 1.920 0.25
H 1.201 2.289 0.172 0.32
```

=====

[7]
Density functional theory data (ωB97M-V/def2-TZVPD) for 3 unconnected molecules or ions with the total composition C4H7Br3 at a distorted geometry.

Results
Lowest unoccupied orbital energy (alpha / beta) ... 0.38 / -2.30 eV
2S+1 ... 3
Total charge ... 0
HOMO (alpha / beta) ... -5.4 / -9.8 eV

Geometry as XYZ:
```
14
Properties=species:S:1:pos:R:3:lowdin_spin:R:1
Br -3.378 2.525 -0.203 0.00
Br 2.412 1.840 0.271 0.01
Br 4.412 -0.661 -0.226 0.00
C 0.138 -2.146 0.517 0.89
C 3.086 0.604 -0.942 0.01
C 2.926 0.530 -2.219 0.01
C 0.954 -1.197 0.881 0.90
H 3.597 -0.131 -2.738 0.00
H 2.408 1.377 -2.591 0.00
H -0.943 -2.138 0.517 0.05
H 0.567 -0.197 1.292 0.04
H -3.126 1.426 0.606 0.00
H 2.118 -1.366 0.970 0.04
H 0.318 -3.066 0.058 0.06
```

=====

[8]
Density functional theory data (ωB97M-V/def2-TZVPD) for 2 unconnected molecules or ions with the total composition CH2BrClO at a distorted geometry.

Results
Lowest unoccupied orbital energy (alpha / beta) ... -1.94 / -1.94 eV
Total charge ... 0
HOMO (alpha / beta) ... -8.9 / -8.9 eV

Geometry as XYZ:
```
6
Properties=species:S:1:pos:R:3:mulliken_charge:R:1
Br 0.354 0.403 -1.958 0.10
Cl -1.251 -1.570 -0.291 0.02
O 1.278 -0.226 1.142 -0.69
C -0.682 -0.035 -0.512 -0.01
H -1.054 0.779 0.091 0.33
H 1.355 0.649 1.528 0.24
```

=====

Calculated energy relative to the best compared isomer or geometry (same formula, charge and spin), 2.289 0.361 0.917 2.757 0.383 5.717 0.651 3.896 eV (same order as the records).